(1)
ORCA calculation (ωB97M-V with the def2-TZVPD basis set) on a molecular structure, C13H23N5O3PdS at a distorted geometry.

XYZ file:
```
46
Properties=species:S:1:pos:R:3:lowdin_charge:R:1
Pd 1.095 0.192 0.071 0.768
C -1.148 1.483 2.453 -0.063
O -0.163 1.735 1.462 -0.290
C 0.284 3.085 1.391 -0.170
C 0.799 3.336 -0.032 -0.154
O 1.772 2.406 -0.489 -0.222
C 3.118 2.661 -0.095 -0.141
C 3.508 2.003 1.230 -0.168
O 3.224 0.614 1.113 -0.292
C 3.694 -0.141 2.223 -0.063
H -1.932 2.244 2.416 0.100
H -0.715 1.456 3.455 0.104
H -1.580 0.509 2.222 0.081
H 1.041 3.279 2.163 0.127
H -0.554 3.772 1.562 0.139
H 1.193 4.354 -0.107 0.141
H -0.039 3.218 -0.726 0.138
H 3.298 3.739 -0.046 0.143
H 3.735 2.224 -0.887 0.144
H 2.977 2.427 2.092 0.127
H 4.585 2.154 1.386 0.148
H 4.736 0.118 2.433 0.109
H 3.640 -1.192 1.944 0.076
H 3.089 0.037 3.118 0.106
S 1.931 -1.949 -0.378 0.739
C 0.801 -2.452 -1.573 -0.699
N 0.862 -1.938 -2.825 0.086
C 0.023 -2.317 -3.808 -0.018
C -0.966 -3.233 -3.560 -0.002
C -1.068 -3.790 -2.274 -0.007
C -0.172 -3.425 -1.299 -0.076
H 1.576 -1.235 -3.023 0.170
H 0.168 -1.869 -4.779 0.148
H -1.640 -3.534 -4.344 0.126
H -1.840 -4.509 -2.048 0.128
H -0.194 -3.854 -0.309 0.121
N -4.774 -2.421 0.462 0.210
C -4.096 -1.357 0.040 -0.461
N -4.719 -0.177 -0.058 0.217
N -2.823 -1.535 -0.250 0.149
C -1.861 -0.769 -0.514 -0.328
N -0.868 -0.222 -0.807 0.086
H -5.738 -2.349 0.742 0.133
H -4.300 -3.300 0.588 0.132
H -5.707 -0.095 0.118 0.131
H -4.253 0.621 -0.454 0.127
```

Frontier orbital gap (alpha / beta)   0.2622 / 0.2495 Ha
2S+1   1
Energy relative to the best compared isomer or geometry (same formula, charge and spin)   30.6 kcal per mole
Charge   +2
Largest force on an atom   0.024 Eh/bohr
E_HOMO (alpha / beta)   -14.79 / -14.61 eV
Calculated total energy   -41746.872 eV
Molecular weight   435.8 g/mol

---

(2)
ORCA calculation (ωB97M-V with the def2-TZVPD basis set) on C3H6N2OS in the gas phase at a distorted geometry.

XYZ file:
```
13
Properties=species:S:1:pos:R:3:lowdin_charge:R:1
H 3.122 -0.761 0.571 0.049
N 2.346 -0.120 0.521 0.107
C 1.239 -0.770 0.325 -0.448
C 0.839 -2.260 0.407 -0.042
N 0.273 0.108 0.074 -0.211
O 0.472 1.510 0.276 -0.125
C -1.094 -0.029 -0.201 -0.778
S -2.088 0.936 -0.812 0.802
H 0.211 -2.468 1.459 0.146
H 1.689 -2.905 0.603 0.046
H 0.268 -2.824 -0.482 0.124
H 1.333 1.467 1.117 0.239
H -1.225 -1.134 0.175 0.091
```

Frontier orbital gap   0.3242 Ha
2S+1   1
Energy relative to the best compared isomer or geometry (same formula, charge and spin)   126.3 kcal per mole
SMILES string   [H]/N=C(\C)N(O)C=S
Largest force on an atom   0.167 Eh/bohr
E_HOMO   -8.74 eV
Calculated total energy   -19066.691 eV
Molecular weight   118.2 g/mol

---

(3)
ORCA calculation (ωB97M-V with the def2-TZVPD basis set) on C2H2N2O in the gas phase at a distorted geometry.

XYZ file:
```
7
Properties=species:S:1:pos:R:3:lowdin_charge:R:1
O -1.857 0.314 0.788 0.012
C -0.723 -0.110 0.823 -0.339
C 0.467 0.543 0.299 -0.140
N 0.363 0.888 -1.009 0.003
N 0.923 0.516 -1.910 0.251
H -0.492 -1.121 1.231 0.119
H 1.427 0.023 0.256 0.094
```

Frontier orbital gap (alpha / beta)   0.2829 / 0.2828 Ha
2S+1   1
Energy relative to the best compared isomer or geometry (same formula, charge and spin)   85.8 kcal per mole
Largest force on an atom   0.063 Eh/bohr
E_HOMO (alpha / beta)   -9.21 / -9.21 eV
Calculated total energy   -7130.124 eV
Molecular weight   70.1 g/mol

---

(4)
ORCA calculation (ωB97M-V with the def2-TZVPD basis set) on C6H7NO3S in the gas phase at a distorted geometry.

XYZ file:
```
18
Properties=species:S:1:pos:R:3:lowdin_charge:R:1
N 0.040 -2.144 -3.167 0.167
C -0.112 -1.575 -2.144 -0.234
C -0.118 -0.909 -0.931 -0.076
C -0.857 -1.278 0.136 -0.383
O -1.745 -2.264 -0.055 0.066
C -1.082 -0.421 1.300 -0.334
S -0.981 1.419 0.839 0.860
C 0.818 1.314 0.447 -0.348
C 1.100 0.488 -0.862 -0.569
O 0.921 1.189 -2.034 0.037
O 2.274 -0.144 -0.912 0.059
H -1.430 -2.655 -0.918 0.123
H -2.091 -0.751 1.833 0.150
H -0.409 -0.379 2.074 0.029
H 1.222 0.833 1.342 0.084
H 0.961 2.405 0.257 0.087
H 0.095 1.687 -2.067 0.119
H 2.487 -0.073 -1.895 0.165
```

Frontier orbital gap   0.3375 Ha
2S+1   1
Energy relative to the best compared isomer or geometry (same formula, charge and spin)   27.6 kcal per mole
SMILES string   N#CC1=C(O)CSCC1(O)O
Largest force on an atom   0.093 Eh/bohr
E_HOMO   -8.92 eV
Calculated total energy   -24800.715 eV
Molecular weight   173.2 g/mol

---

(5)
ORCA calculation (ωB97M-V with the def2-TZVPD basis set) on a molecular structure, C31H26F3N9O9PSW at a distorted geometry.

XYZ file:
```
81
Properties=species:S:1:pos:R:3:lowdin_charge:R:1
W -0.569 -1.300 0.026 1.783
O -3.499 1.430 1.118 0.126
C -2.873 0.592 0.521 -0.482
N -2.199 -0.502 1.031 -0.081
C -2.491 -0.972 2.320 -0.470
O -3.109 -0.406 3.175 0.154
C -1.990 -2.380 2.472 -0.207
C -2.377 -3.168 3.528 0.040
C -1.985 -4.500 3.530 -0.007
C -1.254 -4.984 2.459 -0.011
C -0.883 -4.118 1.444 -0.070
N -1.222 -2.829 1.470 -0.027
C -2.730 0.645 -0.969 -0.217
C -3.727 1.195 -1.742 0.034
C -3.552 1.225 -3.118 -0.006
C -2.349 0.780 -3.632 -0.007
C -1.387 0.272 -2.774 -0.079
N -1.576 0.162 -1.455 0.008
H -2.989 -2.729 4.303 0.135
H -2.260 -5.154 4.347 0.123
H -0.970 -6.024 2.396 0.119
H -0.309 -4.447 0.593 0.116
H -4.616 1.564 -1.251 0.135
H -4.332 1.598 -3.769 0.125
H -2.139 0.814 -4.692 0.124
H -0.425 -0.025 -3.156 0.110
O 2.949 -0.141 -1.772 0.129
C 1.865 -0.638 -1.631 -0.516
O 1.042 -0.284 -0.624 -0.297
C 1.172 -1.570 -2.559 -0.098
C 1.340 -1.631 -3.898 0.087
C 0.354 -2.302 -4.703 -0.115
C -0.851 -2.711 -4.215 0.113
C -1.050 -2.602 -2.827 -0.142
C 0.044 -2.257 -1.974 -0.369
O 0.163 -2.920 -0.833 -0.223
N -2.246 -2.725 -2.186 -0.272
O -2.279 -2.270 -0.959 -0.127
O -3.264 -3.147 -2.683 0.122
N 0.630 -2.478 -6.133 -0.361
O -0.188 -3.082 -6.795 0.088
O 1.667 -2.007 -6.557 0.086
H 2.184 -1.154 -4.379 0.143
H -1.618 -3.089 -4.877 0.146
F 4.721 -0.144 3.983 0.151
C 3.432 -0.127 3.625 -0.594
F 3.179 1.136 3.188 0.095
F 2.701 -0.301 4.730 0.154
C 3.133 -1.153 2.570 -0.102
C 4.129 -1.993 2.107 0.028
C 3.843 -2.917 1.108 -0.017
C 2.557 -2.963 0.613 -0.090
N 1.593 -2.167 1.067 -0.044
C 1.851 -1.265 2.017 -0.627
S 0.454 -0.329 2.371 0.779
H 5.128 -1.918 2.514 0.131
H 4.604 -3.577 0.721 0.116
H 2.272 -3.656 -0.170 0.126
C 1.309 4.914 -0.207 -0.112
N 1.937 3.999 0.850 -0.059
C 1.404 4.424 2.232 -0.102
N -0.012 4.422 2.245 -0.146
C -0.544 5.308 1.218 -0.151
N -0.107 4.902 -0.115 -0.148
C -0.693 3.610 -0.508 -0.288
P -0.191 2.183 0.591 1.011
C 1.620 2.553 0.575 -0.253
C -0.583 3.069 2.184 -0.286
H 1.645 4.554 -1.179 0.144
H 1.697 5.917 -0.024 0.144
H 2.950 4.115 0.839 0.182
H 1.793 5.427 2.414 0.145
H 1.813 3.720 2.955 0.142
H -0.196 6.325 1.409 0.138
H -1.631 5.290 1.258 0.140
H -0.413 3.392 -1.542 0.094
H -1.781 3.699 -0.473 0.096
H 2.048 2.271 -0.389 0.099
H 2.097 1.945 1.343 0.068
H -0.195 2.484 3.019 0.077
H -1.667 3.123 2.293 0.097
```

Frontier orbital gap (alpha / beta)   0.2378 / 0.2378 Ha
2S+1   1
Energy relative to the best compared isomer or geometry (same formula, charge and spin)   20.2 kcal per mole
Charge   +1
Largest force on an atom   0.032 Eh/bohr
E_HOMO (alpha / beta)   -10.20 / -10.20 eV
Calculated total energy   -94501.307 eV
Molecular weight   972.5 g/mol

---

(6)
ORCA calculation (ωB97M-V with the def2-TZVPD basis set) on a molecular structure, C31H48N7P2Rb at a distorted geometry.

XYZ file:
```
89
Properties=species:S:1:pos:R:3:lowdin_charge:R:1
Rb -0.070 2.491 0.021 0.625
C 4.580 2.343 -1.507 -0.129
C 3.966 0.979 -1.897 -0.562
C 3.464 0.953 -3.386 -0.099
P 2.558 0.605 -0.715 1.027
C 3.587 0.478 0.912 -0.526
C 2.809 -0.228 2.013 -0.120
C 4.863 -0.271 0.616 -0.126
C 2.263 -1.160 -0.962 -0.350
C 3.046 -2.041 -1.692 -0.057
C 2.753 -3.424 -1.684 -0.271
C 3.550 -4.486 -2.420 -0.063
C 1.691 -3.766 -0.840 -0.073
C 0.803 -2.910 -0.258 -0.053
C 1.022 -1.525 -0.416 -0.389
N 0.055 -0.568 -0.215 -0.029
C -1.032 -0.927 0.522 -0.381
C -0.908 -1.546 1.792 -0.038
C -1.970 -1.965 2.563 -0.042
C -3.251 -1.799 2.048 -0.319
C -4.415 -2.335 2.821 -0.058
C -3.417 -1.154 0.847 -0.103
C -2.351 -0.747 0.059 -0.338
P -2.481 0.256 -1.448 1.024
C -4.184 0.569 -1.992 -0.599
C -5.009 1.667 -1.313 -0.124
C -5.084 -0.568 -2.419 -0.124
C -1.950 -0.816 -2.867 -0.545
C -0.659 -0.295 -3.561 -0.118
C -1.780 -2.301 -2.530 -0.091
H 5.450 2.672 -2.125 0.085
H 4.917 2.325 -0.458 0.048
H 3.768 3.117 -1.571 0.081
H 4.698 0.224 -1.835 0.054
H 2.485 1.426 -3.415 0.058
H 3.300 -0.010 -3.734 0.030
H 4.150 1.441 -4.079 0.074
H 3.896 1.498 1.146 0.072
H 2.509 -1.230 1.651 0.076
H 1.950 0.337 2.414 0.061
H 3.340 -0.458 2.942 0.073
H 4.630 -1.262 0.233 0.078
H 5.395 -0.305 1.573 0.082
H 5.505 0.365 -0.011 0.065
H 3.924 -1.731 -2.182 0.086
H 4.436 -3.995 -2.771 0.052
H 2.958 -4.855 -3.293 0.086
H 3.917 -5.305 -1.787 0.075
H 1.497 -4.813 -0.696 0.104
H -0.027 -3.278 0.358 0.114
H 0.064 -1.766 2.210 0.108
H -1.906 -2.414 3.551 0.115
H -4.337 -2.080 3.865 0.069
H -4.534 -3.383 2.684 0.068
H -5.291 -1.791 2.439 0.073
H -4.423 -1.040 0.436 0.097
H -3.920 1.084 -2.934 0.098
H -5.529 1.241 -0.406 0.075
H -5.801 1.938 -2.003 0.071
H -4.463 2.548 -1.091 0.050
H -5.326 -1.216 -1.592 0.061
H -4.686 -1.266 -3.136 0.059
H -6.038 -0.345 -2.926 0.086
H -2.745 -0.608 -3.631 0.090
H 0.281 -0.739 -3.235 0.062
H -0.564 0.763 -3.719 0.052
H -0.842 -0.681 -4.603 0.084
H -0.764 -2.355 -2.050 0.069
H -1.745 -2.846 -3.489 0.083
H -2.546 -2.725 -1.870 0.076
N 2.027 3.275 2.835 -0.035
C 3.187 3.262 3.480 -0.120
C 4.020 4.151 2.830 -0.082
C 3.219 4.675 1.832 -0.197
N 2.016 4.140 1.817 -0.004
H 1.184 2.720 3.050 0.083
H 3.410 2.701 4.342 0.107
H 5.004 4.467 3.159 0.097
H 3.524 5.326 1.021 0.105
N -4.153 1.637 2.256 0.220
C -3.955 2.159 3.487 -0.469
N -5.017 2.540 4.264 0.159
N -2.774 2.313 4.010 0.112
C -1.711 2.326 3.282 -0.330
N -0.756 2.321 2.603 -0.002
H -5.059 1.657 1.835 0.095
H -3.436 1.326 1.629 0.084
H -5.983 2.228 4.111 0.121
H -4.778 2.782 5.208 0.104
```

Frontier orbital gap   0.2041 Ha
2S+1   1
Energy relative to the best compared isomer or geometry (same formula, charge and spin)   16.5 kcal per mole
Largest force on an atom   0.049 Eh/bohr
E_HOMO   -5.63 eV
Calculated total energy   -62589.019 eV
Molecular weight   666.2 g/mol

---

(7)
ORCA calculation (ωB97M-V with the def2-TZVPD basis set) on 2 unconnected molecules or ions with the total composition C6H8Cl3O3S at a distorted geometry.

XYZ file:
```
21
Properties=species:S:1:pos:R:3:lowdin_charge:R:1
C 0.169 0.264 0.630 -0.189
C -0.290 1.011 -0.662 -0.190
C -0.395 -1.177 0.753 -0.208
C -1.802 1.286 -0.560 -0.217
C -1.841 -1.103 0.377 -0.726
C -2.447 -0.048 -0.211 -0.721
O 3.081 1.053 0.582 -0.411
O 2.281 -0.187 -1.366 -0.392
O 2.794 -1.393 0.750 -0.373
S 3.001 -0.225 -0.051 0.134
Cl -2.720 -2.579 0.551 0.634
Cl -4.013 -0.233 -0.842 0.648
Cl 5.116 -0.314 -0.445 0.168
H 1.313 0.041 0.648 0.023
H 0.041 0.843 1.587 0.139
H 0.143 1.988 -0.805 0.102
H 0.010 0.568 -1.625 0.111
H 0.070 -2.007 0.053 0.161
H -0.430 -1.533 1.772 0.099
H -1.822 1.930 0.292 0.096
H -2.262 1.815 -1.427 0.111
```

Frontier orbital gap   0.3282 Ha
2S+1   1
Energy relative to the best compared isomer or geometry (same formula, charge and spin)   0.0 kcal per mole
Charge   -1
Largest force on an atom   0.076 Eh/bohr
E_HOMO   -6.12 eV
Calculated total energy   -60898.116 eV
Molecular weight   266.6 g/mol